Record 1
{"formula": "C29H24AsF5IrN2O2S", "method": "wB97M-V/def2-TZVPD", "symbols": ["Ir", "F", "C", "C", "F", "C", "F", "C", "S", "C", "F", "C", "F", "C", "C", "C", "C", "N", "H", "H", "H", "H", "H", "H", "H", "H", "H", "O", "C", "N", "O", "As", "C", "C", "C", "C", "C", "C", "C", "C", "C", "C", "C", "C", "C", "C", "C", "C", "C", "C", "H", "H", "H", "H", "H", "H", "H", "H", "H", "H", "H", "H", "H", "H", "H"], "coordinates": [[-1.1639, 1.7127, 0.7376], [-3.8804, -3.4212, 4.3667], [-3.7920, -2.3641, 3.5449], [-2.6993, -1.5235, 3.5932], [-1.7172, -1.7642, 4.4729], [-2.6367, -0.4296, 2.7540], [-1.5542, 0.3674, 2.8896], [-3.6089, -0.1260, 1.8118], [-3.5226, 1.2539, 0.7312], [-4.6900, -1.0039, 1.7956], [-5.6955, -0.8033, 0.9299], [-4.7973, -2.0880, 2.6449], [-5.8777, -2.8838, 2.5981], [-1.6871, 4.3592, -0.9512], [-0.5401, 3.4787, -1.4643], [0.7917, 4.1741, -1.1936], [-0.7208, 3.2625, -2.9660], [-0.5070, 2.1575, -0.8170], [-1.6545, 5.3493, -1.4200], [-1.6217, 4.4670, 0.1285], [-2.6477, 3.8875, -1.1790], [0.8341, 5.1382, -1.7112], [1.6173, 3.5457, -1.5424], [0.9111, 4.3338, -0.1198], [-0.8189, 4.2230, -3.4820], [-1.6198, 2.6679, -3.1487], [0.1362, 2.7226, -3.3786], [-1.3826, 4.5230, 3.9974], [-1.2661, 3.8676, 2.9876], [-1.1075, 3.2586, 1.9919], [-0.8715, -0.6349, 0.2852], [0.6670, -1.0654, -0.1625], [0.6749, -2.9991, -0.1636], [-0.3224, -3.6154, -0.9136], [-0.4686, -4.9941, -0.8814], [0.3833, -5.7639, -0.1012], [1.3611, -5.1528, 0.6658], [1.5012, -3.7673, 0.6456], [2.1392, -0.5393, 0.9682], [3.4002, -1.0872, 0.7389], [4.4848, -0.6792, 1.5024], [4.3095, 0.2789, 2.4936], [3.0588, 0.8280, 2.7171], [1.9673, 0.4236, 1.9542], [1.0649, -0.4557, -1.9359], [2.3052, 0.0407, -2.3058], [2.5096, 0.4723, -3.6134], [1.4781, 0.4053, -4.5364], [0.2323, -0.0737, -4.1552], [0.0226, -0.4995, -2.8531], [-1.0046, -3.0112, -1.4973], [-1.2549, -5.4661, -1.4569], [0.2674, -6.8405, -0.0740], [2.0130, -5.7498, 1.2921], [2.2382, -3.2961, 1.2805], [3.5417, -1.8285, -0.0398], [5.4646, -1.1024, 1.3194], [5.1565, 0.6012, 3.0873], [2.9203, 1.5841, 3.4793], [0.9914, 0.8695, 2.1069], [3.1085, 0.1128, -1.5847], [3.4767, 0.8640, -3.9047], [1.6419, 0.7356, -5.5554], [-0.5818, -0.1040, -4.8685], [-0.9574, -0.8327, -2.5352]], "e_lumo_ev": 2.33, "gap_ev": 5.84, "fmax_ev_per_a": 1.54, "total_charge": -1}


Record 2
{"formula": "C29H24BF6N", "method": "wB97M-V/def2-TZVPD", "symbols": ["F", "C", "C", "C", "C", "C", "F", "C", "B", "C", "C", "F", "C", "C", "C", "C", "F", "C", "C", "F", "C", "C", "C", "C", "F", "H", "H", "H", "H", "H", "H", "H", "H", "H", "C", "C", "C", "C", "C", "N", "C", "C", "C", "C", "C", "C", "H", "H", "H", "H", "H", "H", "H", "H", "H", "H", "H", "H", "H", "H", "H"], "coordinates": [[1.9095, 2.6144, -2.6674], [0.6689, 2.1929, -3.0954], [0.3016, 2.5219, -4.3852], [-0.9868, 2.1922, -4.8214], [-1.8721, 1.4973, -3.9940], [-1.4531, 1.1961, -2.7223], [-2.3526, 0.5946, -1.8911], [-0.2112, 1.5620, -2.2044], [0.0008, 1.8284, -0.7318], [1.3985, 1.9383, -0.0753], [2.5761, 1.1956, -0.1783], [2.5616, 0.1039, -1.0135], [3.7794, 1.5852, 0.4019], [3.8356, 2.8518, 1.0108], [2.7197, 3.6881, 1.0154], [1.5476, 3.2166, 0.4675], [0.5393, 4.1328, 0.2595], [-1.1788, 1.9301, 0.2483], [-1.2849, 1.4881, 1.5630], [-0.2942, 0.6683, 2.0634], [-2.2705, 1.9085, 2.4497], [-3.1548, 2.9066, 2.0028], [-3.0317, 3.4539, 0.7255], [-2.0448, 2.9642, -0.1043], [-1.8181, 3.6543, -1.2677], [1.0217, 3.0572, -5.0165], [-1.2877, 2.4669, -5.8264], [-2.8566, 1.2211, -4.3146], [4.6362, 0.9243, 0.3374], [4.7657, 3.1862, 1.4660], [2.7488, 4.7077, 1.3965], [-2.3085, 1.4867, 3.4436], [-3.9362, 3.2657, 2.6690], [-3.6566, 4.2801, 0.3754], [3.7198, -3.4209, 1.3315], [2.9795, -4.0906, 0.3499], [1.8176, -3.5241, -0.1609], [1.3433, -2.3340, 0.4588], [0.0111, -1.7594, -0.0264], [-1.0496, -2.4617, 0.5052], [-0.9082, -3.7193, 1.1957], [-2.3513, -4.1915, 1.4980], [-3.2944, -3.1277, 0.8777], [-2.4228, -2.0516, 0.2474], [2.1207, -1.6422, 1.4226], [3.2978, -2.1915, 1.8766], [4.6445, -3.8854, 1.6728], [3.2502, -5.0747, -0.0342], [1.1888, -3.9729, -0.9166], [0.2986, -0.7761, 0.4042], [-0.5658, -1.0615, -0.7532], [-0.3197, -3.5614, 2.1241], [-0.3532, -4.4737, 0.5986], [-2.4654, -4.2609, 2.5870], [-2.4951, -5.1773, 1.0385], [-3.9177, -3.5906, 0.1124], [-3.9236, -2.6879, 1.6503], [-2.6225, -1.9310, -0.8355], [-2.5773, -1.0506, 0.6769], [1.7241, -0.7360, 1.8642], [3.8586, -1.7277, 2.6484]], "e_lumo_ev": -0.47, "gap_ev": 6.32, "fmax_ev_per_a": 3.94, "smiles": "Fc1cccc(F)c1B(c1c(F)cccc1F)c1c(F)cccc1F.c1ccc(CN2CCCC2)cc1"}


Record 3
{"formula": "C29H24BrIrN4O7", "method": "wB97M-V/def2-TZVPD", "symbols": ["Ir", "Br", "C", "C", "C", "C", "O", "C", "C", "N", "C", "C", "C", "C", "C", "C", "C", "C", "N", "C", "C", "H", "H", "H", "H", "H", "H", "H", "H", "H", "H", "O", "C", "C", "C", "N", "C", "C", "C", "O", "O", "C", "O", "O", "H", "H", "H", "O", "C", "C", "C", "C", "C", "C", "N", "H", "H", "H", "H", "H", "H", "H", "H", "H", "H", "H"], "coordinates": [[0.4744, -0.0990, 1.1193], [-5.0949, 1.8014, 5.4857], [-3.4646, 1.2796, 4.6923], [-2.2602, 1.7908, 5.1761], [-1.0605, 1.4274, 4.6036], [-1.0178, 0.5491, 3.5154], [0.1899, 0.2394, 3.0466], [-2.2372, 0.0164, 3.0446], [-2.2952, -0.9692, 2.0162], [-1.2908, -1.3574, 1.3152], [-1.3644, -2.4219, 0.4022], [-2.4825, -3.0352, -0.0942], [-2.3466, -4.1279, -0.9772], [-1.1174, -4.6069, -1.3335], [0.0518, -3.9997, -0.8190], [1.3700, -4.4316, -1.0968], [2.4226, -3.7808, -0.5205], [2.1834, -2.6691, 0.3104], [0.9725, -2.2417, 0.5708], [-0.0901, -2.8979, 0.0371], [-3.4516, 0.3946, 3.6494], [-2.2723, 2.4818, 6.0085], [-0.1245, 1.8151, 4.9822], [-3.2552, -1.4616, 1.8719], [-3.4767, -2.7007, 0.1693], [-3.2413, -4.5939, -1.3670], [-1.0243, -5.4522, -2.0027], [1.5281, -5.2769, -1.7548], [3.4433, -4.0902, -0.6930], [2.9979, -2.1179, 0.7615], [-4.3797, -0.0234, 3.2802], [2.1667, 5.7346, 1.2734], [1.7356, 4.4752, 1.2068], [0.4052, 4.1316, 0.9570], [0.0647, 2.8021, 0.9045], [0.9789, 1.8548, 1.0916], [2.2564, 2.1625, 1.3347], [2.6840, 3.4603, 1.3936], [3.1252, 0.9492, 1.5175], [4.3159, 0.9960, 1.6283], [2.4073, -0.1627, 1.5484], [-1.3238, 2.2762, 0.6019], [-2.2655, 3.0305, 0.5665], [-1.3181, 0.9986, 0.4004], [1.4447, 6.3634, 1.1502], [-0.3752, 4.8677, 0.8072], [3.7245, 3.6813, 1.5860], [0.8057, -0.1627, -1.0266], [1.0837, 0.6221, -1.9462], [2.3592, 0.5052, -2.7142], [1.9082, -0.1333, -4.0676], [0.5915, -0.9524, -4.0329], [-0.7239, -0.1471, -4.1347], [-1.0854, 0.6775, -2.8947], [0.1332, 1.4129, -2.4927], [3.0513, -0.1324, -2.1688], [2.8305, 1.4749, -2.8800], [2.7146, -0.7776, -4.4156], [1.8036, 0.6555, -4.8163], [0.5712, -1.5914, -3.1436], [0.6171, -1.6321, -4.8853], [-1.5473, -0.8293, -4.3557], [-0.6468, 0.5262, -4.9955], [-1.3840, 0.0597, -2.0517], [-1.8868, 1.3859, -3.0925], [0.4921, 1.9771, -3.2533]], "multiplicity": 2, "e_lumo_ev": [-3.71, -4.14], "gap_ev": [6.93, 6.47], "fmax_ev_per_a": 1.64, "total_charge": 1}


Record 4
{"formula": "C29H24BrN2O2PPdS", "method": "wB97M-V/def2-TZVPD", "symbols": ["Pd", "C", "C", "C", "C", "C", "C", "C", "C", "C", "S", "C", "N", "H", "H", "H", "H", "H", "H", "H", "H", "O", "C", "O", "C", "P", "C", "C", "C", "C", "C", "C", "C", "C", "C", "C", "C", "C", "H", "H", "H", "H", "H", "H", "H", "H", "H", "H", "H", "H", "Br", "C", "C", "C", "C", "N", "C", "H", "H", "H", "H"], "coordinates": [[-0.4437, 0.3750, -0.5697], [-2.6068, 2.1749, -2.5813], [-1.3926, 2.9684, -2.2132], [-1.3669, 4.3620, -2.4821], [-0.2611, 5.0871, -2.1775], [0.8625, 4.4488, -1.5999], [2.0448, 5.1495, -1.2718], [3.0919, 4.4813, -0.7034], [2.9977, 3.1018, -0.4410], [1.8657, 2.3860, -0.7550], [1.8127, 0.6479, -0.4946], [0.7641, 3.0679, -1.3435], [-0.3752, 2.3590, -1.6483], [-3.0576, 2.5721, -3.4905], [-3.3483, 2.2206, -1.7819], [-2.3603, 1.1263, -2.7205], [-2.2336, 4.8236, -2.9353], [-0.2197, 6.1517, -2.3762], [2.0978, 6.2126, -1.4709], [4.0012, 5.0085, -0.4454], [3.8306, 2.5826, 0.0166], [-4.2065, -0.9716, 0.4590], [-3.0814, -0.5144, 0.4796], [-2.4643, -0.0278, -0.5575], [-2.2761, -0.4661, 1.7877], [-0.5015, -0.5575, 1.3881], [0.3809, 0.1049, 2.8200], [0.5237, -0.6652, 3.9736], [1.1374, -0.1278, 5.0938], [1.6106, 1.1780, 5.0676], [1.4688, 1.9471, 3.9218], [0.8575, 1.4113, 2.7976], [-0.0674, -2.3207, 1.2986], [1.2660, -2.7151, 1.3836], [1.6171, -4.0336, 1.1434], [0.6433, -4.9636, 0.8028], [-0.6845, -4.5738, 0.7079], [-1.0424, -3.2556, 0.9548], [-2.6095, -1.2211, 2.4983], [-2.4364, 0.5183, 2.2346], [0.1625, -1.6866, 3.9949], [1.2472, -0.7290, 5.9871], [2.0937, 1.5952, 5.9418], [1.8419, 2.9627, 3.8978], [0.7573, 2.0029, 1.8946], [2.0290, -1.9855, 1.6314], [2.6541, -4.3357, 1.2164], [0.9203, -5.9923, 0.6099], [-1.4458, -5.2947, 0.4386], [-2.0826, -2.9628, 0.8669], [-3.0960, -4.4306, -3.2291], [-1.4658, -3.5130, -2.9785], [-0.2611, -4.1329, -3.2547], [0.9048, -3.4188, -3.0329], [0.8119, -2.1255, -2.5441], [-0.3532, -1.5389, -2.2806], [-1.4798, -2.2149, -2.4928], [-0.2385, -5.1483, -3.6268], [1.8718, -3.8616, -3.2282], [1.6957, -1.5295, -2.3459], [-2.4060, -1.7134, -2.2358]], "e_lumo_ev": 0.01, "gap_ev": 7.49, "fmax_ev_per_a": 0.62}


Record 5
{"formula": "C29H24HgN9O2S2", "method": "wB97M-V/def2-TZVPD", "symbols": ["Hg", "C", "C", "N", "N", "C", "N", "S", "C", "C", "C", "C", "C", "N", "H", "H", "H", "H", "H", "H", "H", "H", "H", "N", "C", "N", "C", "N", "N", "C", "C", "C", "C", "C", "C", "N", "C", "C", "C", "C", "C", "C", "H", "H", "H", "H", "H", "H", "H", "H", "H", "H", "H", "O", "C", "O", "C", "C", "C", "C", "C", "C", "S", "H", "H", "H", "H"], "coordinates": [[0.2384, 0.2371, -0.9730], [-2.4802, 2.2919, 2.1724], [-1.1753, 1.6174, 1.8873], [-0.2110, 2.1301, 1.2301], [-0.3700, 3.4560, 0.8791], [0.2544, 3.8203, -0.1989], [0.1743, 5.1906, -0.4776], [1.1516, 2.8847, -1.3485], [-0.9721, 0.1985, 2.2979], [-1.9226, -0.7553, 1.9477], [-1.6876, -2.0800, 2.2691], [-0.5232, -2.4081, 2.9432], [0.3565, -1.3854, 3.2660], [0.1497, -0.1080, 2.9632], [-3.0678, 2.3340, 1.2482], [-2.3000, 3.3173, 2.4977], [-3.0395, 1.7499, 2.9369], [-0.6403, 5.5958, -0.0353], [0.2111, 5.3659, -1.4702], [-2.7734, -0.4566, 1.3500], [-2.3803, -2.8507, 1.9510], [-0.2780, -3.4349, 3.1822], [1.2883, -1.6079, 3.7782], [3.6952, 0.8702, 1.7642], [2.5636, 0.9070, 1.0130], [2.0360, -0.1256, 0.4725], [2.6236, -1.3878, 0.6771], [2.0095, -2.5189, 0.3403], [0.7965, -2.3698, -0.1490], [0.1314, -3.4791, -0.3760], [-1.2382, -3.4382, -0.7958], [-1.9646, -4.6247, -1.0365], [-3.2871, -4.5378, -1.4136], [-3.8772, -3.2829, -1.5583], [-3.0861, -2.1653, -1.3042], [-1.8236, -2.2329, -0.9228], [3.9155, -1.4594, 1.2937], [4.6673, -2.6440, 1.4066], [5.8999, -2.6494, 2.0454], [6.4289, -1.4867, 2.5857], [5.6987, -0.2944, 2.4839], [4.4715, -0.2894, 1.8566], [4.0631, 1.7413, 2.1025], [2.0978, 1.8729, 0.8726], [0.6101, -4.4429, -0.1952], [-1.4753, -5.5857, -0.9238], [-3.8607, -5.4402, -1.6006], [-4.9091, -3.1712, -1.8643], [-3.4736, -1.1553, -1.4053], [4.2485, -3.5471, 0.9861], [6.4550, -3.5779, 2.1203], [7.3910, -1.4926, 3.0823], [6.0855, 0.6271, 2.9067], [-3.6722, 2.5253, -0.9062], [-2.7262, 1.8434, -1.3447], [-2.2288, 0.8335, -0.7821], [-2.1650, 2.2721, -2.7182], [-2.6175, 3.5110, -3.1745], [-2.2311, 4.0533, -4.3871], [-1.3604, 3.3311, -5.1932], [-0.8954, 2.1044, -4.7610], [-1.2724, 1.5448, -3.5307], [-0.5948, -0.0714, -3.2248], [-3.3026, 4.0348, -2.5208], [-2.6018, 5.0237, -4.6994], [-1.0319, 3.7275, -6.1487], [-0.1955, 1.5445, -5.3690]], "multiplicity": 2, "e_lumo_ev": [4.55, 4.54], "gap_ev": [4.42, 6.51], "fmax_ev_per_a": 0.34, "total_charge": -2}


Record 6
{"formula": "C29H25BBrN10O4SV", "method": "wB97M-V/def2-TZVPD", "symbols": ["V", "Br", "C", "C", "C", "C", "O", "C", "C", "N", "C", "C", "C", "C", "C", "C", "C", "C", "N", "C", "C", "H", "H", "H", "H", "H", "H", "H", "H", "H", "H", "C", "C", "N", "N", "C", "B", "N", "C", "C", "C", "N", "N", "C", "C", "C", "N", "N", "C", "C", "C", "N", "H", "H", "H", "H", "H", "H", "H", "H", "H", "H", "H", "H", "C", "S", "O", "O", "O", "H", "H", "H"], "coordinates": [[-0.2482, -0.6431, 0.1668], [-0.1792, -3.7695, -6.4686], [0.0234, -3.3094, -4.6369], [1.2813, -3.4242, -4.0340], [1.4485, -3.0829, -2.7131], [0.3744, -2.5884, -1.9428], [0.5615, -2.2124, -0.7106], [-0.8927, -2.5264, -2.5659], [-2.0379, -2.1885, -1.7688], [-1.9254, -1.7211, -0.5770], [-3.0366, -1.5303, 0.2663], [-4.3593, -1.5084, -0.0715], [-5.3384, -1.3419, 0.9284], [-4.9965, -1.2266, 2.2448], [-3.6328, -1.2327, 2.6214], [-3.1768, -1.1294, 3.9512], [-1.8332, -1.1219, 4.1968], [-0.9322, -1.1696, 3.1221], [-1.3090, -1.2741, 1.8647], [-2.6553, -1.3432, 1.6144], [-1.0555, -2.8811, -3.9136], [2.1222, -3.7778, -4.6166], [2.4222, -3.1492, -2.2409], [-3.0158, -2.4446, -2.1679], [-4.6641, -1.5761, -1.1073], [-6.3809, -1.3022, 0.6391], [-5.7543, -1.1136, 3.0114], [-3.8947, -1.0548, 4.7608], [-1.4499, -1.0481, 5.2056], [0.1286, -1.0860, 3.3087], [-2.0335, -2.7928, -4.3700], [2.0575, 1.3439, -2.9392], [1.0501, 0.4794, -2.4960], [1.0533, 0.4146, -1.1685], [2.0439, 1.2240, -0.7339], [2.6612, 1.7967, -1.7853], [2.2233, 1.4614, 0.7948], [0.8889, 2.0301, 1.3314], [0.4895, 3.2673, 1.6841], [-0.8522, 3.2093, 2.0067], [-1.2107, 1.8799, 1.7987], [-0.1634, 1.1709, 1.3897], [2.4154, 0.0675, 1.4651], [3.4138, -0.4001, 2.2339], [3.1734, -1.7358, 2.4944], [1.9812, -2.0139, 1.8231], [1.5255, -0.9163, 1.2290], [3.4563, 2.3127, 1.0371], [4.7152, 1.9831, 0.6382], [5.5556, 2.9966, 1.0115], [4.7074, 3.9271, 1.6484], [3.4530, 3.5150, 1.6597], [2.3075, 1.6038, -3.9547], [0.3153, -0.0618, -3.0740], [3.4727, 2.4927, -1.6468], [1.1973, 4.0744, 1.7160], [-1.4830, 4.0179, 2.3358], [-2.1825, 1.4226, 1.9037], [4.2242, 0.2368, 2.5471], [3.7836, -2.4087, 3.0733], [1.4391, -2.9427, 1.7348], [4.9137, 1.0583, 0.1152], [6.6200, 3.0612, 0.8560], [4.9618, 4.8784, 2.0918], [-1.9102, 2.6663, -2.4588], [-2.5460, 1.1579, -1.7795], [-2.5615, 0.2006, -2.8757], [-3.8311, 1.4476, -1.1858], [-1.5314, 0.8104, -0.7358], [-2.6809, 3.0601, -3.1200], [-1.0074, 2.4215, -3.0172], [-1.6993, 3.3596, -1.6453]], "multiplicity": 3, "e_lumo_ev": [-0.75, -0.81], "gap_ev": [6.88, 7.08], "fmax_ev_per_a": 1.41}